(1)
Formula: C23H32GeN4O5RhSe
Source: the OMol25 dataset
Level of theory: wB97M-V/def2-TZVPD

For the energy above the lowest of the compared OMol25 structures with the same formula, charge and spin, the calculation gives 3.535 eV. As for the charge: +1. Its HOMO-LUMO gap (spin up / spin down) is 5.51 / 5.59 eV. The HOMO energy (spin up / spin down) comes out at -10.9 / -11.0 eV.

Atoms and positions in Å:
Rh: -0.728 0.215 -1.055
Se: -1.287 -0.775 1.628
Ge: 1.538 -1.878 3.298
O: -3.245 0.559 0.293
O: 0.124 1.492 -2.597
O: 1.762 2.893 -3.159
O: 1.071 -3.454 -1.892
O: 3.658 1.077 -4.151
N: -0.187 3.864 1.370
N: -2.658 0.264 -2.352
N: -0.791 2.234 0.026
N: -0.487 -1.801 -1.273
C: -0.507 4.429 0.173
C: -4.855 -0.474 -2.892
C: 1.330 1.851 -2.722
C: 1.834 -3.347 1.997
C: 2.060 0.149 -1.022
C: -3.209 -0.313 -4.601
C: -3.909 -0.009 -1.985
C: 0.224 4.546 2.566
C: -2.011 -2.507 1.208
C: 2.950 -0.781 -0.515
C: -0.408 -1.298 3.289
C: -4.502 -0.638 -4.218
C: 2.544 -0.186 2.979
C: 0.332 -2.598 -1.605
C: 3.465 0.481 -2.967
C: 4.093 -1.082 -1.239
C: -4.318 0.224 -0.547
C: -0.882 3.412 -0.655
C: -0.367 2.542 1.236
C: -2.323 0.129 -3.636
C: 1.813 -2.533 5.149
C: 2.320 0.785 -2.223
C: 4.349 -0.467 -2.448
H: -4.753 -0.695 -0.140
H: -2.915 1.437 0.058
H: -2.529 -2.426 0.258
H: 2.082 0.407 2.191
H: -0.203 1.833 2.027
H: 1.370 -3.159 1.033
H: 2.900 -3.487 1.841
H: 1.545 -1.777 5.883
H: 2.772 -1.250 0.439
H: -1.194 -3.221 1.123
H: 3.575 -0.383 2.699
H: -5.219 -0.998 -4.941
H: 2.553 0.403 3.893
H: -0.438 5.480 -0.004
H: 1.168 4.140 2.931
H: -0.535 4.431 3.342
H: -2.696 -2.807 2.000
H: -1.176 3.451 -1.684
H: -5.852 -0.696 -2.545
H: -1.009 -2.096 3.720
H: 1.436 -4.274 2.401
H: -5.093 1.006 -0.520
H: 5.237 -0.721 -3.008
H: 0.353 5.604 2.352
H: -0.470 -0.431 3.948
H: 4.790 -1.810 -0.853
H: 2.859 -2.789 5.290
H: -1.316 0.418 -3.902
H: -2.886 -0.394 -5.625
H: 1.134 0.416 -0.458
H: 4.497 0.807 -4.548
H: 1.221 -3.424 5.342

Results of the Löwdin charge analysis, in e, for atoms 1 through 5: number 1, Rh, carries 1.0733; number 2, Se, carries 0.9717; number 3, Ge, carries 0.8208; number 4, O, carries -0.2164; number 5, O, carries -0.1175


(2)
Formula: C16H17BrMoNO5
Source: the OMol25 dataset
Level of theory: wB97M-V/def2-TZVPD

For the energy above the lowest of the compared OMol25 structures with the same formula, charge and spin, the calculation gives 0.000 eV. Its expectation value of S² is 2.012. As for the charge: +1. Its HOMO-LUMO gap (spin up / spin down) is 7.94 / 7.85 eV. The HOMO energy (spin up / spin down) comes out at -11.1 / -11.4 eV. As for the spin multiplicity: 3.

Atoms and positions in Å:
Mo: -0.089 -0.099 0.116
Br: -1.295 -2.108 2.390
O: 1.592 0.442 -1.103
O: 0.300 -2.253 -0.817
O: 0.720 -4.305 -2.531
O: -1.234 -0.836 -1.439
O: -0.861 1.125 0.901
N: 1.164 -1.074 1.680
C: -2.515 -2.694 -3.049
C: -2.413 -4.684 -4.364
C: -1.141 -4.945 -3.891
C: 2.970 1.533 -2.652
C: -0.540 -4.082 -2.978
C: -1.234 -2.946 -2.540
C: 2.030 0.444 -2.261
C: 2.491 -0.898 1.759
C: 4.769 -1.297 2.735
C: 1.638 -0.606 -3.238
C: 1.279 -2.611 3.495
C: 2.649 -2.415 3.564
C: 3.288 -1.543 2.690
C: -3.108 -3.554 -3.948
C: 0.576 -1.913 2.537
C: -0.679 -2.008 -1.555
H: 2.525 2.495 -2.392
H: 1.052 -5.121 -2.921
H: 4.982 -0.240 2.895
H: 3.229 -2.946 4.308
H: 1.617 -1.585 -2.758
H: 5.231 -1.860 3.543
H: -4.101 -3.354 -4.323
H: 5.243 -1.596 1.800
H: 2.914 -0.210 1.037
H: -0.601 -5.822 -4.229
H: 3.216 1.503 -3.708
H: 0.762 -3.283 4.163
H: 3.885 1.440 -2.062
H: 0.615 -0.380 -3.562
H: -3.034 -1.810 -2.705
H: 2.281 -0.608 -4.112
H: -2.865 -5.368 -5.069

Results of the Löwdin charge analysis, in e, for atoms 1 through 5: number 1, Mo, carries 1.6178; number 2, Br, carries 0.8537; number 3, O, carries -0.1176; number 4, O, carries -0.0746; number 5, O, carries 0.0784


(3)
Formula: C14H22N4O2S
Source: the OMol25 dataset
Level of theory: wB97M-V/def2-TZVPD

For the energy above the lowest of the compared OMol25 structures with the same formula, charge and spin, the calculation gives 0.512 eV. As for the SMILES: CCCc1nnc(NC(=O)CCC(=O)N2CCCCC2)s1. Its HOMO-LUMO gap is 9.55 eV. The HOMO energy comes out at -9.0 eV.

Atoms and positions in Å:
S: -3.566 0.510 0.429
O: -1.395 1.929 0.804
O: 3.287 2.000 -1.176
N: -1.220 0.546 -0.966
N: 4.075 0.511 0.311
N: -2.937 -0.904 -1.619
N: -4.173 -1.275 -1.303
C: 3.077 1.198 -0.286
C: 0.683 1.922 -0.422
C: -0.732 1.509 -0.117
C: 1.659 0.930 0.221
C: 4.376 -1.887 0.636
C: 3.947 -0.561 1.271
C: 5.809 -1.776 0.122
C: -8.308 0.141 0.607
C: -2.471 0.008 -0.833
C: -4.668 -0.669 -0.287
C: -6.034 -0.888 0.241
C: 5.435 0.680 -0.166
C: 5.921 -0.600 -0.844
C: -6.901 0.364 0.071
H: -8.910 1.036 0.475
H: 6.486 -1.620 0.966
H: 0.861 2.917 -0.013
H: 5.308 -0.789 -1.727
H: -6.476 -1.727 -0.300
H: -8.791 -0.679 0.081
H: -5.976 -1.144 1.302
H: 4.295 -2.686 1.374
H: 2.927 -0.634 1.642
H: 6.101 -2.702 -0.376
H: -0.674 0.211 -1.747
H: 5.438 1.518 -0.865
H: -6.433 1.197 0.601
H: -6.947 0.623 -0.988
H: 3.707 -2.120 -0.195
H: 0.862 1.956 -1.498
H: -8.280 -0.101 1.667
H: 4.605 -0.338 2.120
H: 6.077 0.920 0.688
H: 1.381 -0.095 -0.039
H: 6.954 -0.469 -1.168
H: 1.620 1.038 1.306

Results of the Löwdin charge analysis, in e, for atoms 1 through 5: number 1, S, carries 1.1365; number 2, O, carries 0.0122; number 3, O, carries 0.0575; number 4, N, carries 0.1087; number 5, N, carries -0.0622


(4)
Formula: C5H8CuO3
Source: the OMol25 dataset
Level of theory: wB97M-V/def2-TZVPD

For the energy above the lowest of the compared OMol25 structures with the same formula, charge and spin, the calculation gives 0.596 eV. Its expectation value of S² is 0.754. Its HOMO-LUMO gap (spin up / spin down) is 6.22 / 7.53 eV. The HOMO energy (spin up / spin down) comes out at -7.9 / -9.2 eV. As for the spin multiplicity: 2.

Atoms and positions in Å:
Cu: -3.833 -3.603 -1.297
O: -3.476 -1.441 -0.484
O: -1.679 -0.742 0.590
O: -1.832 -2.874 -0.130
C: 1.647 2.525 -0.968
C: 2.628 1.883 -1.607
C: -2.344 -1.733 -0.022
C: 0.175 0.200 1.722
C: -0.383 -1.027 1.114
H: 1.855 3.166 -0.108
H: 3.655 1.901 -1.234
H: -0.484 1.001 2.056
H: 0.627 2.535 -1.359
H: 0.268 -1.402 0.309
H: -0.469 -1.844 1.856
H: 2.426 1.253 -2.477
H: 1.220 0.201 2.035

Results of the Löwdin charge analysis, in e, for atoms 1 through 5: number 1, Cu, carries 0.7032; number 2, O, carries -0.0393; number 3, O, carries 0.0016; number 4, O, carries -0.0423; number 5, C, carries -0.0923